This record from OMol25 describes a structure of composition C27H49NP2Pb in a non-equilibrium geometry. The level of theory is ωB97M-V/def2-TZVPD.

**Charge**: 0
**E_tot**: -1988.17802 hartree

Geometry (Å):
P1 0.043 -1.770 -5.845
P2 0.122 2.200 -5.264
C1 -0.161 -0.257 -6.852
C2 0.716 0.965 -6.489
H1 -1.226 0.016 -6.947
H2 0.120 -0.596 -7.864
H3 1.739 0.661 -6.205
H4 0.817 1.562 -7.416
C3 -0.972 3.238 -6.284
H5 -1.446 4.042 -5.709
H6 -1.757 2.605 -6.720
H7 -0.391 3.683 -7.105
C4 1.568 3.143 -4.750
H8 1.729 3.958 -5.475
H9 2.458 2.494 -4.726
H10 1.414 3.578 -3.751
C5 -1.165 -2.972 -6.445
H11 -1.340 -3.777 -5.717
H12 -0.796 -3.414 -7.381
H13 -2.122 -2.465 -6.642
C6 1.746 -2.361 -6.065
H14 2.449 -1.512 -6.040
H15 1.807 -2.860 -7.044
H16 2.022 -3.080 -5.273
Pb1 1.189 0.085 0.481
C7 -0.958 1.692 -3.837
C8 -2.321 1.269 -4.116
C9 -2.711 -0.048 -4.541
C10 -2.686 -1.176 -3.414
C11 -1.428 -1.889 -3.343
C12 -0.188 -1.579 -4.062
C13 0.635 -0.350 -3.438
C14 -0.207 0.758 -2.788
C15 0.910 -1.490 2.006
H17 -1.070 2.704 -3.379
H18 -3.114 1.998 -3.943
H19 -2.042 -0.398 -5.343
H20 -3.728 -0.024 -4.976
H21 -2.887 -0.713 -2.428
H22 -3.535 -1.881 -3.582
H23 -1.353 -2.725 -2.625
H24 0.462 -2.438 -3.788
H25 1.291 0.088 -4.206
H26 1.342 -0.760 -2.688
H27 -0.926 0.313 -2.080
H28 0.455 1.386 -2.159
H29 1.418 -1.183 2.933
H30 1.371 -2.396 1.579
H31 -0.168 -1.625 2.156
C16 1.576 2.386 5.998
C17 1.179 2.807 4.613
C18 1.405 4.117 4.169
C19 1.031 4.535 2.885
C20 1.278 5.945 2.429
C21 0.438 3.609 2.025
C22 0.194 2.290 2.446
C23 0.592 1.892 3.737
N1 -0.355 1.361 1.540
C24 -1.798 1.095 1.522
C25 -2.256 0.577 2.885
C26 -2.554 2.391 1.217
C27 -2.118 0.056 0.454
H32 2.668 2.385 6.114
H33 1.169 3.067 6.757
H34 1.208 1.376 6.220
H35 1.863 4.836 4.856
H36 0.841 6.679 3.118
H37 2.353 6.160 2.368
H38 0.843 6.108 1.436
H39 0.144 3.893 1.008
H40 0.426 0.852 4.043
H41 -1.721 -0.341 3.162
H42 -2.103 1.330 3.669
H43 -3.329 0.354 2.820
H44 -2.226 2.824 0.262
H45 -3.625 2.157 1.147
H46 -2.413 3.133 2.014
H47 -1.869 0.420 -0.551
H48 -3.203 -0.122 0.470
H49 -1.613 -0.904 0.636


This record from OMol25 describes a structure of composition Cr2F4H22O15P2 in a non-equilibrium geometry. The level of theory is ωB97M-V/def2-TZVPD.

**Expectation value of S²**: 12.09
**2S+1**: 7
**Charge**: +4
**E_tot**: -4311.46958 hartree

Geometry (Å):
Cr1 -0.961 3.353 -1.002
Cr2 -0.753 -0.762 3.361
O1 -1.348 3.100 0.984
P1 -1.838 2.519 2.320
O2 -1.337 1.211 2.966
F1 -3.431 2.323 2.204
F2 -1.608 3.601 3.507
O3 -0.205 -0.296 1.398
P2 0.059 0.067 -0.079
O4 -0.390 1.429 -0.679
F3 -0.570 -1.102 -1.045
F4 1.699 0.048 -0.355
O5 1.012 -1.947 3.065
H1 1.332 -2.171 2.191
H2 1.635 -2.361 3.663
O6 -1.757 2.306 -2.733
H3 -1.427 1.474 -3.073
H4 -2.364 2.615 -3.405
O7 -0.816 0.028 -3.530
H5 -0.877 -0.802 -3.057
H6 -0.819 -0.222 -4.454
O8 4.094 -0.986 -1.453
H7 3.940 -0.042 -1.493
H8 4.928 -1.074 -0.992
O9 3.385 1.750 -0.665
H9 2.757 1.077 -0.400
H10 4.000 1.805 0.067
O10 -3.270 1.066 -0.549
H11 -3.447 0.237 -0.992
H12 -4.027 1.202 0.020
O11 -0.100 -3.408 -2.100
H13 0.824 -3.278 -2.313
H14 -0.360 -2.599 -1.658
O12 -0.950 -2.967 1.388
H15 -1.664 -3.327 0.861
H16 -0.246 -3.611 1.310
O13 2.838 -2.653 0.697
H17 2.957 -2.214 -0.145
H18 3.709 -2.978 0.924
O14 1.107 3.506 -0.590
H19 1.620 2.831 -1.035
H20 1.761 4.082 -0.194
O15 -2.688 -0.859 2.525
H21 -2.836 -1.310 1.693
H22 -3.567 -0.661 2.849


This record from OMol25 describes a structure of composition C2H9N2OS in a non-equilibrium geometry. The level of theory is ωB97M-V/def2-TZVPD.

**Expectation value of S²**: 2.01
**2S+1**: 3
**Charge**: +1
**E_tot**: -664.04519 hartree

Geometry (Å):
C1 -2.571 0.801 0.212
C2 1.866 -0.881 -0.524
N1 1.160 0.289 -0.812
N2 1.770 -1.015 0.932
O1 -1.476 0.178 -0.622
S1 0.431 0.665 0.460
H1 -2.212 0.473 1.251
H2 -3.516 0.578 -0.296
H3 -2.489 1.872 0.224
H4 1.644 -1.754 -1.185
H5 3.005 -0.723 -0.778
H6 1.343 -1.888 1.373
H7 2.607 -0.630 1.369
H8 -1.645 0.220 -1.547
H9 0.084 1.814 -0.057


This record from OMol25 describes a structure of composition C6H3N in a non-equilibrium geometry. The level of theory is ωB97M-V/def2-TZVPD.

**Expectation value of S²**: 2.02
**2S+1**: 3
**Charge**: 0
**E_tot**: -284.77430 hartree

Geometry (Å):
C1 -2.475 -0.074 -0.116
C2 -2.063 0.545 0.917
C3 -1.172 -0.463 -0.371
C4 -0.498 1.256 1.891
C5 0.054 -0.262 0.016
C6 1.254 -0.346 -0.764
N1 0.094 0.465 1.134
H1 1.516 0.655 -0.935
H2 1.261 -0.906 -1.693
H3 2.030 -0.870 -0.079


This record from OMol25 describes a structure of composition C3HLiO4Tl in a non-equilibrium geometry. The level of theory is ωB97M-V/def2-TZVPD.

**Charge**: +1
**E_tot**: -595.57786 hartree

Geometry (Å):
O1 0.614 -0.872 -0.381
C1 -0.266 -0.280 -1.103
O2 -0.940 -0.718 -2.013
Li1 3.196 -0.642 1.207
O3 1.552 -0.022 1.608
C2 0.387 -0.332 1.142
C3 -0.482 0.682 0.988
O4 -1.025 0.739 -0.274
Tl1 -3.351 -0.114 -2.589
H1 0.315 1.559 1.414


This record from OMol25 describes a cluster of 2 separate species, C3H5NO3 in total in a non-equilibrium geometry. The level of theory is ωB97M-V/def2-TZVPD.

**Charge**: 0
**E_tot**: -397.52066 hartree

Geometry (Å):
C1 -1.578 -0.714 0.307
C2 -0.710 -0.285 1.319
C3 1.225 -1.157 -0.588
N1 2.158 -0.343 0.059
O1 -2.012 -0.113 -0.644
O2 2.971 -0.869 0.845
O3 2.108 0.856 -0.262
H1 -1.432 -1.880 0.272
H2 -0.311 0.667 1.398
H3 -0.379 -0.995 2.148
H4 0.968 -0.785 -1.605
H5 1.092 -2.221 -0.541


This record from OMol25 describes a structure of composition C12H13NPSn in a non-equilibrium geometry. The level of theory is ωB97M-V/def2-TZVPD.

**Charge**: -1
**E_tot**: -1075.25151 hartree

Geometry (Å):
C1 0.563 0.728 -3.536
C2 0.112 0.214 -4.714
C3 -0.527 -1.056 -4.797
C4 -0.357 -2.030 -3.767
C5 0.002 -1.673 -2.501
Sn1 -1.090 0.162 -2.268
P1 -0.126 2.744 -1.246
H1 1.183 1.620 -3.428
H2 0.239 0.763 -5.660
H3 -0.897 -1.383 -5.770
H4 0.269 -2.361 -1.694
H5 -0.523 -3.082 -4.060
H6 -0.991 3.327 -0.263
H7 0.187 3.891 -2.052
H8 1.075 2.612 -0.475
N1 -0.176 0.046 -0.050
C6 -0.004 -0.132 1.098
C7 0.056 -0.282 2.498
C8 -1.139 -0.199 3.236
C9 -1.100 -0.289 4.626
C10 0.128 -0.468 5.277
C11 1.315 -0.579 4.541
C12 1.287 -0.483 3.149
H9 -2.087 -0.060 2.707
H10 -2.031 -0.214 5.190
H11 0.160 -0.521 6.365
H12 2.270 -0.736 5.045
H13 2.200 -0.559 2.551


This record from OMol25 describes a cluster of 8 separate species, C23H46NO8 in total in a non-equilibrium geometry. The level of theory is ωB97M-V/def2-TZVPD.

**Charge**: -1
**E_tot**: -1560.52648 hartree

Geometry (Å):
C1 4.947 -1.928 -4.105
C2 3.735 -1.412 -3.761
N1 2.512 -1.819 -4.193
O1 1.713 -1.910 -2.937
H1 5.066 -2.526 -5.005
H2 5.804 -1.739 -3.467
H3 3.756 -0.539 -3.087
H4 1.937 -2.778 -2.582
C3 5.587 1.094 2.496
C4 6.928 0.410 2.429
O2 7.132 -0.579 1.766
C5 8.036 1.038 3.254
H5 4.873 0.564 1.869
H6 5.224 1.108 3.525
H7 5.669 2.122 2.148
H8 7.756 1.049 4.309
H9 8.207 2.066 2.931
H10 8.951 0.464 3.130
C6 -1.055 -5.343 -4.300
C7 -1.761 -4.024 -4.518
O3 -2.834 -3.978 -5.088
C8 -1.066 -2.800 -3.998
H11 -1.652 -6.146 -4.724
H12 -0.078 -5.326 -4.784
H13 -0.914 -5.514 -3.231
H14 -0.080 -2.684 -4.457
H15 -0.917 -2.879 -2.920
H16 -1.668 -1.918 -4.214
C9 2.354 5.061 3.876
C10 2.792 4.101 2.790
O4 3.920 3.665 2.752
C11 1.721 3.745 1.791
H17 3.181 5.261 4.554
H18 2.019 5.999 3.429
H19 1.535 4.615 4.440
H20 1.374 4.664 1.313
H21 0.880 3.278 2.305
H22 2.087 3.067 1.029
C12 -1.028 5.579 7.254
C13 -0.738 4.261 6.574
O5 0.394 3.891 6.362
C14 -1.925 3.434 6.158
H23 -0.092 6.078 7.496
H24 -1.618 6.216 6.592
H25 -1.595 5.411 8.171
H26 -2.542 3.991 5.446
H27 -2.536 3.176 7.025
H28 -1.568 2.521 5.686
C15 -4.100 2.564 2.769
C16 -4.800 3.732 3.420
O6 -4.243 4.431 4.236
C17 -6.227 3.988 3.003
H29 -3.084 2.485 3.148
H30 -4.637 1.638 2.985
H31 -4.068 2.702 1.687
H32 -6.845 3.117 3.228
H33 -6.274 4.179 1.930
H34 -6.615 4.851 3.540
C18 -2.823 -9.680 -7.604
C19 -2.930 -8.495 -6.670
O7 -1.970 -8.065 -6.078
C20 -4.296 -7.868 -6.514
H35 -1.794 -10.032 -7.627
H36 -3.473 -10.487 -7.261
H37 -3.127 -9.391 -8.611
H38 -5.004 -8.604 -6.128
H39 -4.656 -7.511 -7.480
H40 -4.232 -7.028 -5.826
C21 -0.223 0.206 -1.723
C22 -0.433 1.401 -0.840
O8 0.442 1.940 -0.199
C23 -1.855 1.935 -0.776
H41 0.814 -0.121 -1.738
H42 -0.845 -0.617 -1.366
H43 -0.516 0.452 -2.745
H44 -2.529 1.160 -0.405
H45 -2.187 2.232 -1.772
H46 -1.893 2.797 -0.111


This record from OMol25 describes a cluster of 12 separate species, C15H38BF4N12O26 in total in a non-equilibrium geometry. The level of theory is ωB97M-V/def2-TZVPD.

**Charge**: -1
**E_tot**: -3631.15381 hartree

Geometry (Å):
O1 -0.313 1.920 3.515
C1 -0.063 0.841 2.909
O2 0.163 -0.264 3.407
C2 0.011 0.881 1.348
N1 1.412 0.564 0.973
C3 1.575 -0.200 -0.170
F1 1.150 0.432 -1.323
F2 2.912 -0.375 -0.377
C4 0.958 -1.604 -0.055
F3 0.579 -1.989 -1.304
F4 1.840 -2.481 0.404
B1 -0.436 2.361 0.917
O3 -1.664 2.568 0.360
O4 0.375 3.458 1.144
H1 -0.721 0.193 0.937
H2 1.948 1.416 0.874
H3 0.093 -1.656 0.593
H4 -2.065 1.730 0.122
H5 1.074 3.511 0.487
C5 3.110 1.179 5.252
N2 3.621 1.710 3.964
O5 4.026 2.859 3.932
O6 3.585 0.952 3.025
H6 3.194 1.955 6.005
H7 2.071 0.895 5.093
H8 3.713 0.318 5.511
C6 -1.609 -1.691 5.688
N3 -2.108 -2.869 4.926
O7 -2.346 -2.736 3.752
O8 -2.253 -3.910 5.552
H9 -1.514 -0.847 5.012
H10 -2.332 -1.500 6.478
H11 -0.641 -1.957 6.098
C7 1.202 -1.330 -4.214
N4 1.005 -1.460 -5.684
O9 0.075 -0.879 -6.197
O10 1.800 -2.153 -6.291
H12 0.427 -0.689 -3.814
H13 1.142 -2.325 -3.787
H14 2.185 -0.898 -4.054
C8 -3.638 1.211 4.203
N5 -3.930 1.114 2.751
O11 -4.830 1.795 2.302
O12 -3.224 0.368 2.116
H15 -4.330 1.917 4.648
H16 -3.764 0.218 4.622
H17 -2.605 1.550 4.298
C9 2.833 -2.393 -9.036
N6 3.837 -1.969 -10.050
O13 4.056 -2.716 -10.983
O14 4.374 -0.896 -9.877
H18 2.444 -3.362 -9.325
H19 3.335 -2.444 -8.078
H20 2.047 -1.646 -9.018
C10 0.392 4.536 4.582
N7 0.053 5.174 5.884
O15 0.944 5.346 6.693
O16 -1.107 5.490 6.064
H21 1.452 4.317 4.569
H22 -0.190 3.622 4.492
H23 0.132 5.236 3.801
C11 0.873 7.862 1.591
N8 1.239 6.487 1.154
O17 1.293 6.271 -0.041
O18 1.458 5.679 2.024
H24 0.707 8.471 0.711
H25 -0.030 7.784 2.190
H26 1.699 8.244 2.184
C12 -1.935 -5.918 2.744
N9 -1.538 -5.434 1.393
O19 -1.080 -4.320 1.311
O20 -1.706 -6.201 0.463
H27 -1.735 -5.136 3.464
H28 -2.995 -6.149 2.706
H29 -1.350 -6.809 2.952
C13 -3.430 0.014 -6.932
N10 -3.878 0.926 -5.844
O21 -3.069 1.253 -5.007
O22 -5.040 1.280 -5.877
H30 -2.382 -0.222 -6.785
H31 -4.038 -0.880 -6.875
H32 -3.583 0.534 -7.874
C14 5.915 -3.198 6.034
N11 5.135 -1.936 5.926
O23 5.737 -0.928 5.620
O24 3.948 -2.010 6.153
H33 6.952 -2.982 5.805
H34 5.804 -3.563 7.050
H35 5.494 -3.901 5.321
C15 -5.473 -2.582 -9.784
N12 -4.051 -2.435 -9.369
O25 -3.764 -2.729 -8.227
O26 -3.277 -2.025 -10.204
H36 -6.041 -2.953 -8.939
H37 -5.824 -1.603 -10.094
H38 -5.498 -3.283 -10.613


This record from OMol25 describes a cluster of 2 separate species, C2HNO2S in total in a non-equilibrium geometry. The level of theory is ωB97M-V/def2-TZVPD.

**Structure (SMILES)**: C#[N+][S-].O=C=O
**Charge**: 0
**E_tot**: -680.17581 hartree

Geometry (Å):
C1 0.770 -0.299 1.822
N1 -0.296 -0.158 1.338
S1 -1.490 0.251 0.544
H1 1.517 -0.051 2.391
O1 -0.712 1.011 -2.448
C2 -0.193 0.057 -2.047
O2 0.403 -0.811 -1.600


This record from OMol25 describes a structure of composition C46H48GeN8O7SV in a non-equilibrium geometry. The level of theory is ωB97M-V/def2-TZVPD.

**Expectation value of S²**: 0.94
**2S+1**: 2
**Charge**: -2
**E_tot**: -6165.46943 hartree

Geometry (Å):
V1 -0.060 0.638 0.378
C1 -0.903 -0.718 4.460
C2 -1.040 -0.422 3.110
N1 -0.072 0.242 2.458
C3 1.040 0.602 3.100
C4 1.314 0.284 4.451
C5 0.253 -0.370 5.122
C6 2.558 0.483 5.117
C7 3.794 0.974 4.696
C8 4.196 1.771 3.606
C9 5.573 1.823 3.232
C10 5.926 2.533 2.126
N2 5.039 3.230 1.372
C11 3.790 3.188 1.836
N3 3.314 2.526 2.875
H1 -1.703 -1.238 4.971
H2 -1.899 -0.712 2.524
H3 1.758 1.175 2.530
H4 0.375 -0.623 6.170
H5 2.581 0.012 6.097
H6 4.626 0.667 5.327
H7 6.311 1.257 3.786
H8 6.958 2.549 1.788
H9 3.058 3.755 1.266
C12 5.619 -3.259 -1.352
C13 4.201 -2.717 -1.226
C14 3.873 -1.940 0.074
C15 4.270 -2.734 1.331
C16 3.844 -2.040 2.620
C17 4.661 -0.640 0.079
O1 5.870 -0.606 0.176
N4 3.935 0.519 -0.049
C18 2.559 0.567 0.002
O2 1.980 1.666 0.010
N5 1.790 -0.532 0.064
C19 2.334 -1.778 0.096
O3 1.661 -2.791 0.143
H10 5.753 -3.707 -2.340
H11 5.813 -4.037 -0.612
H12 6.365 -2.478 -1.222
H13 3.483 -3.538 -1.263
H14 3.975 -2.068 -2.079
H15 5.352 -2.868 1.320
H16 3.799 -3.717 1.253
H17 4.291 -1.048 2.716
H18 4.150 -2.616 3.495
H19 2.759 -1.920 2.672
H20 4.429 1.407 0.026
C20 -5.106 6.064 -1.458
C21 -3.808 5.800 -0.712
S1 -3.653 6.894 0.674
O4 -3.365 8.228 0.206
O5 -4.796 6.718 1.549
C22 -2.256 6.294 1.611
C23 -0.896 6.176 0.925
N6 -0.681 4.880 0.297
C24 -0.633 3.705 1.003
N7 -0.664 2.676 0.195
C25 -0.710 3.163 -1.097
C26 -0.732 4.533 -1.056
N8 -0.831 5.415 -2.103
O6 -1.044 4.914 -3.262
O7 -0.751 6.685 -1.886
C27 -0.408 3.626 2.473
H21 -5.187 5.347 -2.274
H22 -5.113 7.069 -1.877
H23 -5.967 5.942 -0.800
H24 -2.944 5.985 -1.348
H25 -3.766 4.781 -0.320
H26 -2.580 5.352 2.056
H27 -2.208 7.040 2.408
H28 -0.127 6.303 1.690
H29 -0.760 6.936 0.156
H30 -0.736 2.532 -1.965
H31 -0.871 4.451 3.015
H32 0.663 3.627 2.701
H33 -0.820 2.692 2.853
C28 -1.530 -0.073 -0.098
Ge1 -3.391 -0.261 -0.330
C29 -4.340 1.296 0.412
C30 -5.481 1.836 -0.176
C31 -6.131 2.928 0.390
C32 -5.654 3.492 1.564
C33 -4.513 2.967 2.159
C34 -3.857 1.889 1.580
C35 -3.991 -0.412 -2.197
C36 -3.382 0.384 -3.167
C37 -3.812 0.357 -4.486
C38 -4.859 -0.476 -4.859
C39 -5.472 -1.279 -3.907
C40 -5.039 -1.242 -2.586
C41 -4.050 -1.842 0.645
C42 -3.257 -2.990 0.688
C43 -3.669 -4.115 1.389
C44 -4.882 -4.108 2.067
C45 -5.675 -2.970 2.045
C46 -5.257 -1.847 1.340
H34 -5.862 1.409 -1.099
H35 -7.009 3.344 -0.092
H36 -6.138 4.361 1.991
H37 -4.126 3.410 3.071
H38 -2.948 1.502 2.030
H39 -2.562 1.035 -2.885
H40 -3.329 0.990 -5.221
H41 -5.195 -0.499 -5.889
H42 -6.286 -1.935 -4.193
H43 -5.523 -1.877 -1.850
H44 -2.292 -2.990 0.192
H45 -3.035 -4.993 1.417
H46 -5.200 -4.983 2.622
H47 -6.616 -2.953 2.584
H48 -5.878 -0.956 1.340